# C6H22O6

A cluster of 7 separate species, C6H22O6 in total (the ωB97M-V functional and the def2-TZVPD basis, the Open Molecules 2025 dataset).

For the frontier orbital gap, the calculation gives 8.73 eV. As for the SMILES: C=C/C=C/CC.O.O.O.O.O.O. The value obtained for the energy above the lowest of the compared OMol25 structures with the same formula, charge and spin is 59.7 kcal per mole. The value obtained for the LUMO energy is 0.18 eV. The strongest force on any atom comes out at 1.48 eV/A.

ORCA input file:
```
! RIJCOSX wB97M-V def2-TZVPD def2/J DEFGRID3
* xyz 0 1
C 0.1644 1.4324 2.7944
C 0.5664 0.1580 2.7705
C 0.1072 -0.9823 1.9639
C -0.8104 -0.7943 1.0039
C -1.2822 -1.6718 -0.0819
C -2.6022 -2.4356 0.2391
H -0.7688 1.8708 2.5097
H 0.8749 2.1274 3.2305
H 1.3454 -0.0301 3.5005
H 0.7940 -1.8302 1.9387
H -1.2652 0.1856 1.0558
H -1.4687 -1.0473 -0.9648
H -0.5339 -2.4082 -0.3914
H -3.4162 -1.7069 0.3369
H -2.4812 -2.8821 1.2305
H -2.7011 -3.2061 -0.5253
O 0.3675 0.6826 -3.8461
H 0.2015 1.6295 -3.7359
H -0.3758 0.2416 -3.4192
O 1.9330 2.3911 0.6934
H 2.5942 2.3122 0.0009
H 2.2615 1.9085 1.4558
O 2.9160 -2.7058 0.3156
H 2.7881 -3.0512 -0.5782
H 2.4004 -1.9060 0.1315
O -0.9748 2.8595 -0.6797
H -1.1684 3.4891 0.0402
H -0.1366 2.4876 -0.3426
O 2.3877 -0.2629 -1.2260
H 2.8475 0.1498 -1.9754
H 1.5575 0.2224 -1.2443
O -1.8751 0.6242 -2.2464
H -1.4295 1.2999 -1.7034
H -2.8171 0.8487 -2.2512
*
```